Entry 1:
A molecular structure, C48H50BBiCl2N7O8PS, computed with ωB97M-V/def2-TZVPD.

XYZ file:
```
119
Properties=species:S:1:pos:R:3:forces:R:3
Bi 0.28727 -0.00617 -0.14400 0.3 -0.2 0.0
Cl -4.63937 -2.26454 -1.72703 -0.1 0.0 0.0
Cl -2.47210 -4.09157 -2.42880 0.0 0.1 0.1
S -2.73994 -0.32504 0.85084 -0.1 0.1 0.2
P 1.52635 -3.38817 -0.16096 -0.1 -0.1 0.1
O -5.85606 2.33109 4.14250 0.0 0.0 0.1
O -1.44127 1.65762 -0.60637 -0.1 0.2 -0.3
O -0.84896 -1.71109 -1.15387 -0.1 -0.1 -0.2
O 1.55087 -1.92662 0.22541 0.0 0.0 -0.1
O 2.77392 -0.13162 -2.36742 0.0 0.0 -0.1
O 0.92090 0.78523 -3.35202 0.0 0.0 0.0
O -2.32729 -0.54558 -2.37900 0.0 -0.1 -0.2
O -2.00432 -2.70041 1.69974 -0.2 0.2 0.1
N 1.05279 -0.37321 2.70033 0.1 0.0 0.1
N -2.72806 1.61265 -0.89684 0.0 0.1 0.2
N -4.46048 0.65330 2.70949 0.1 0.0 0.1
N 2.67057 0.56623 1.01637 0.3 0.2 -0.1
N 0.53013 -1.79885 4.47876 0.3 0.1 -0.1
N 3.26342 -0.28312 1.93362 -0.3 0.1 -0.2
N 1.53021 2.53218 -0.51267 0.0 0.0 0.0
C 1.81448 -2.32041 4.55822 -0.2 0.1 0.0
C -4.49684 2.46056 4.27566 0.0 0.0 0.0
C 0.17933 -4.32350 0.56323 0.2 -0.1 -0.1
C 4.06884 -2.35297 3.72504 0.0 0.0 0.0
C 3.08847 0.27434 -3.64611 0.1 0.0 0.0
C -4.51693 2.40793 -2.22060 -0.1 -0.1 0.1
C -3.31126 -2.25267 5.60135 0.0 0.0 0.0
C 3.05370 -4.12716 0.43461 0.1 0.0 0.0
C 1.97581 2.30345 -8.20215 0.0 0.0 0.0
C -3.18024 2.34434 -1.93426 0.0 0.0 0.1
C -2.41459 -2.55878 2.90507 -0.3 0.0 0.0
C 1.97225 0.82509 -4.23831 -0.1 0.0 0.0
C -3.31266 -1.50936 3.28537 0.0 0.0 0.0
C -1.73489 2.54320 4.40086 0.0 0.0 0.0
C 4.38499 -3.34696 4.62605 0.0 0.0 0.0
C -2.47974 3.42193 5.16176 0.0 0.0 0.0
C -3.73033 -1.38252 4.60445 0.0 0.0 0.0
C -3.94495 -0.60049 2.22971 -0.1 0.0 0.0
C 2.83532 2.58943 -0.22564 0.1 0.0 0.1
C 3.31243 1.79839 -7.65819 0.0 0.0 0.0
C -4.92285 0.88919 -0.42072 0.1 0.0 0.1
C -5.41022 1.67905 -1.43379 0.1 0.1 -0.1
C -3.87191 3.38400 5.09175 0.0 0.0 0.0
C 3.40980 -3.83207 5.50113 0.0 0.0 0.0
C -2.94926 -2.67948 -1.42981 0.1 -0.2 0.0
C 3.18607 1.25708 -6.23288 0.0 0.0 0.0
C -6.66974 3.10558 4.99924 0.0 0.0 0.0
C -2.45908 -3.29724 5.24808 0.0 0.0 0.1
C 2.77653 -1.82306 3.67931 0.0 0.0 0.0
C 1.77782 4.48415 -1.86285 0.0 0.0 0.0
C 3.67027 3.57511 -0.73384 -0.1 0.0 0.0
C 1.53947 -3.64990 -1.93482 0.1 0.0 0.0
C -3.55447 0.84098 -0.15583 -0.2 0.0 0.0
C -2.36479 1.62124 3.57225 -0.1 -0.1 0.0
C 2.12810 -3.32557 5.47376 0.1 0.0 0.0
C 0.21645 -0.89999 3.52645 0.0 -0.2 0.2
C 1.98425 1.32117 -5.52332 0.0 0.0 0.0
C 2.37513 -0.78278 2.72402 0.0 -0.3 0.3
C 4.28677 0.19350 -4.31782 0.0 0.0 0.0
C 3.12995 4.53569 -1.57497 0.0 0.0 0.0
C 4.30815 2.96600 -7.66723 0.0 0.0 0.0
C -1.98825 -1.51196 -1.72736 0.1 -0.1 0.1
C 1.01746 3.46186 -1.30905 0.0 0.0 -0.1
C 3.81960 0.69170 -8.59207 0.0 0.0 0.0
C 4.31001 0.69626 -5.61488 0.0 0.0 0.0
C -2.01428 -3.44251 3.94945 -0.1 0.0 -0.1
C 3.36925 1.57468 0.69527 0.0 0.0 -0.1
C -3.75141 1.55341 3.50142 0.0 0.0 0.0
B 1.42762 0.20177 -2.19661 0.1 0.0 0.1
H -6.57547 4.17206 4.77707 0.0 0.0 0.0
H 4.72019 3.58051 -0.47319 0.0 0.0 0.0
H -2.85092 -2.96224 -0.38313 0.1 0.0 0.0
H 4.36265 1.71854 1.11851 0.0 0.0 0.0
H 1.08188 1.73481 -5.94837 0.0 0.0 0.0
H -2.14821 -4.01625 6.00063 0.0 0.0 0.0
H -0.65289 2.56400 4.43642 0.0 0.0 0.0
H 4.81522 0.34751 -8.31072 0.0 0.0 0.0
H 0.57743 -3.37350 -2.35541 -0.1 0.1 0.0
H -1.77540 0.95735 2.95876 0.0 0.1 0.0
H 2.32549 -3.02756 -2.36658 0.0 0.0 0.0
H 3.14917 -0.16929 -8.57570 0.0 0.0 0.0
H 0.56064 -4.95500 1.36807 0.0 0.0 0.0
H 5.16596 -0.23777 -3.85875 0.0 0.0 0.0
H 3.97741 3.76240 -6.99783 0.0 0.0 0.0
H -0.22399 -2.20173 5.01415 -0.1 -0.1 0.0
H -0.57886 -3.64492 0.97402 0.0 0.0 0.0
H -5.57934 0.25915 0.16091 0.0 0.0 0.0
H 5.38731 -3.75234 4.65766 0.0 0.0 0.0
H 3.65756 -4.61398 6.20703 0.0 0.0 0.0
H -2.40360 2.84886 -2.48616 0.0 0.0 0.0
H -0.29411 -4.94852 -0.19331 0.0 -0.1 0.0
H -5.45718 0.69807 2.83117 0.0 0.0 0.0
H -4.45784 4.07199 5.68428 0.0 0.0 0.0
H 4.39780 3.38045 -8.67408 0.0 0.0 0.0
H 5.30044 2.64701 -7.34561 0.0 0.0 0.0
H 5.24226 0.64865 -6.16284 0.0 0.0 0.0
H 3.87408 1.06297 -9.61790 0.0 0.0 0.0
H 4.80423 -1.96220 3.03539 0.0 0.0 0.0
H 1.59100 3.14114 -7.61709 0.0 0.0 0.0
H 1.74773 -4.69937 -2.15192 0.0 0.0 0.0
H -1.36794 -4.26912 3.67190 0.0 0.0 0.0
H 3.75677 5.31174 -1.99430 0.0 0.0 0.0
H -7.69357 2.79055 4.81641 0.0 0.0 0.0
H -0.04241 3.36361 -1.50462 0.0 0.0 0.0
H 1.30971 5.21646 -2.50569 0.0 0.0 0.0
H -6.41674 2.93266 6.04825 0.0 0.0 0.0
H 1.21965 1.51637 -8.21368 0.0 0.0 0.0
H -1.99509 4.14216 5.80722 0.0 0.0 0.0
H 2.10954 2.65188 -9.22757 0.0 0.0 0.0
H 3.09369 -4.03227 1.52109 0.0 0.0 0.0
H -4.41101 -0.58032 4.86386 0.0 0.0 0.0
H -3.65774 -2.13434 6.61878 0.0 0.0 0.0
H -6.47111 1.70275 -1.64140 0.0 0.0 0.0
H 1.36660 -3.69925 6.14678 0.0 0.0 0.0
H 3.89987 -3.59098 0.00486 0.0 0.0 0.0
H -4.84861 3.00746 -3.05493 0.0 0.0 0.0
H -0.83618 -0.62787 3.48499 0.2 -0.1 0.1
H -4.79255 -1.12416 1.78071 0.0 -0.1 0.0
H 3.10827 -5.18209 0.16334 0.0 0.0 0.0
```
Positions in Å, forces in eV/Å.

Values from the calculation:
- Frontier orbital gap: 6.50 eV
- Energy above the lowest of the compared OMol25 structures with the same formula, charge and spin: 13.0 kJ/mol
- Multiplicity: 1
- LUMO level: -0.2574 eV

Atomic partial charges in e from the Löwdin method, atoms 1 to 8:
1. Bi 1.88
2. Cl 0.63
3. Cl 0.59
4. S 1.06
5. P 0.61
6. O -0.10
7. O -0.34
8. O -0.30



Entry 2:
9 unconnected molecules or ions with the total composition C38H48Cl4F4O9 at a distorted geometry, computed with ωB97M-V/def2-TZVPD.

XYZ file:
```
103
Properties=species:S:1:pos:R:3:forces:R:3
Cl -2.60129 -4.08193 -0.36707 0.0 -0.3 -0.3
Cl 2.00291 -2.99550 3.52491 0.1 -0.3 0.1
Cl -0.30001 -4.50404 1.42674 -0.1 -0.2 -0.3
Cl 0.25629 -3.11280 5.90570 -0.2 -0.1 -0.1
F -3.28158 -3.61706 -7.54908 -0.5 -0.3 0.0
F 0.27536 7.41735 0.95720 0.2 -0.1 -0.3
F 5.51744 3.05723 3.54683 0.3 1.6 -0.2
F 3.27084 0.52801 0.04529 0.3 0.1 0.1
O 1.55311 -0.96562 -5.62093 0.0 0.2 0.9
O -5.27505 -1.83931 1.67543 -1.0 0.1 0.3
O -2.91128 2.84812 3.69546 -1.1 1.1 1.5
O -4.19156 -1.25605 3.43248 -0.3 -0.3 0.6
O -1.07854 2.07955 2.69646 0.8 -0.5 0.2
O -2.93865 1.13161 2.28091 -0.8 0.2 -2.6
O -3.06208 -1.60512 1.54615 1.7 -0.3 -1.2
O 2.75841 -1.16289 -7.48334 0.4 -0.2 -1.5
O 3.70403 -0.73466 -5.47604 -0.4 0.3 0.1
C 2.42849 6.25856 -1.73376 -0.4 0.2 0.3
C -2.47993 -2.49309 -3.68097 0.2 -0.7 0.3
C 5.26641 -0.10225 5.19708 -0.8 -0.2 -0.3
C -2.08583 -3.73205 -4.15765 0.4 -0.4 -0.3
C -3.07297 -0.61241 4.03903 1.7 -0.4 1.6
C -3.52460 -2.06692 -5.81756 0.1 0.2 0.2
C -4.36662 1.09039 2.36125 -0.7 0.5 -0.8
C 5.23936 0.95021 2.63183 0.3 -0.6 -1.0
C -5.41105 -2.04960 0.27606 0.0 -0.5 -0.3
C -0.28485 3.09893 3.33344 0.5 0.7 -0.4
C -3.16182 -1.65722 -4.53706 -0.8 0.7 -0.2
C 1.51048 -0.44078 1.29789 1.4 -0.1 0.0
C 2.06090 4.91770 -1.75885 1.3 -0.4 0.5
C -2.36659 2.08087 2.97865 1.1 0.9 -1.2
C 4.96989 -0.91230 4.10443 0.7 -0.6 -0.1
C 1.80574 7.11086 -0.82277 -0.2 0.4 0.1
C -3.14839 -3.32123 -6.24063 1.1 0.7 -0.5
C 0.48340 -1.73251 -6.17876 -0.3 -0.5 -0.1
C -0.44110 -0.92264 -7.03264 -0.4 0.3 -0.9
C -2.36891 -4.13779 -5.45431 -0.5 -0.6 0.5
C 2.67922 -0.95210 -6.31957 0.2 -0.3 1.1
C 5.41133 1.26165 5.01024 0.9 -0.1 0.4
C -3.14430 -0.84046 5.53140 -0.9 -1.6 0.0
C -0.65463 -0.60113 0.31223 -0.9 0.2 -0.7
C 1.97636 0.19589 0.16229 -1.0 0.3 0.4
C 5.38504 1.76447 3.72323 -0.4 -1.1 0.4
C 1.19852 -2.09710 4.81596 0.3 0.1 0.0
C 1.16100 2.93959 2.84645 -0.3 -1.3 -0.3
C -0.22863 0.16295 -0.77998 -0.1 -0.4 1.3
C 0.19983 -0.85314 1.36352 0.1 0.1 0.1
C -2.03409 -4.74845 1.14765 0.0 0.4 1.2
C 0.59783 5.24153 0.10743 -0.5 0.4 0.3
C 1.21527 4.40433 -0.79623 -0.4 0.0 0.0
C 0.89254 6.59647 0.07354 -0.2 -0.5 0.0
C -4.07227 -1.56012 2.14610 -0.9 -1.1 1.3
C 5.00386 -0.98555 -5.96858 1.1 -0.2 -0.1
C 1.08214 0.60323 -0.79675 0.1 0.0 -1.6
C 5.08478 -0.41604 2.81277 -0.4 0.2 0.6
H -2.15157 -1.05664 3.64952 -0.1 0.0 -0.1
H -0.11632 -1.35893 2.26273 -0.3 -0.2 -0.1
H 1.86904 2.67362 3.63108 0.0 0.6 0.2
H 1.39679 1.14846 -1.67923 0.4 0.1 0.1
H 5.07190 -1.08331 1.96301 -0.3 0.0 -0.1
H -0.13337 4.85578 0.80700 0.1 0.1 0.1
H -1.67643 -0.96658 0.34851 0.5 0.2 0.0
H 0.56938 -1.36284 4.33136 -0.2 0.1 0.2
H 1.19700 2.03114 2.22749 -0.2 0.3 -0.1
H 5.72182 -0.31460 -5.49464 -0.4 0.2 0.1
H 5.32347 1.31228 1.61363 -0.1 0.3 0.2
H -4.69194 1.17290 3.39654 -0.2 0.3 -0.2
H 1.97323 8.18385 -0.77441 0.3 -0.2 -0.1
H -2.26311 -2.31397 -2.63593 0.0 0.7 -0.1
H 0.90645 -2.55373 -6.75937 0.1 0.1 0.0
H 1.04261 3.33882 -0.72914 -0.1 0.0 -0.1
H 0.12341 -0.26688 -7.69756 0.1 0.0 0.1
H -2.83590 -1.86146 5.79009 0.3 0.1 -0.2
H -2.99468 0.45414 3.81124 -0.6 -1.8 1.3
H -2.53926 -0.16729 6.12390 -0.2 0.4 0.0
H -0.70580 4.05532 3.01359 0.1 0.0 0.2
H -2.49569 -4.21500 1.97483 -0.2 0.2 -0.3
H -2.10766 -5.13556 -5.78151 0.2 0.1 -0.2
H 4.79457 -1.97292 4.25088 0.1 0.1 0.0
H 1.96358 -1.62868 5.41991 0.1 0.1 -0.1
H -4.20583 -0.88228 5.80424 0.2 0.8 0.3
H -4.01984 -1.38783 -6.49784 0.0 -0.1 0.0
H 5.10437 -0.86798 -7.04410 -0.3 0.0 -0.1
H -1.00964 -1.57809 -7.69981 0.0 -0.1 0.2
H 3.22294 6.66502 -2.34489 -0.1 -0.2 -0.3
H -0.34537 3.07258 4.42052 -0.3 -0.3 0.0
H -0.92638 0.44866 -1.55472 0.1 -0.1 -0.1
H 5.32267 -1.99265 -5.68623 -0.3 -0.1 -0.1
H -1.17940 -0.33230 -6.49383 0.2 0.1 0.3
H 2.62879 4.16859 -2.29534 0.0 0.3 -0.6
H -4.63614 -1.51770 -0.26924 0.1 -0.1 -0.1
H -4.81020 1.85134 1.71877 0.2 0.3 0.3
H -2.30879 -5.78801 1.28274 0.3 -0.2 -0.5
H -1.45958 -4.38302 -3.55840 -0.2 0.0 0.2
H -0.04538 -2.16702 -5.33304 0.1 0.1 0.1
H -4.70328 0.12834 1.97612 0.1 1.4 -0.1
H 2.23939 -0.63856 2.07785 -0.2 -0.1 0.0
H 5.74355 1.89906 5.82293 -0.4 0.1 0.0
H -3.44702 -0.64385 -4.26828 0.1 -0.2 0.3
H -6.39589 -1.71076 -0.02940 -0.1 0.2 0.2
H -5.36168 -3.12091 0.08710 0.2 0.1 -0.2
H 1.50506 3.75282 2.21920 0.1 0.2 0.2
H 5.34199 -0.57301 6.16862 0.0 0.3 0.1
```
Positions in Å, forces in eV/Å.

Values from the calculation:
- Frontier orbital gap: 9.43 eV
- Energy above the lowest of the compared OMol25 structures with the same formula, charge and spin: 98.5 kJ/mol
- Multiplicity: 1
- LUMO level: 0.4317 eV

Atomic partial charges in e from the Löwdin method, atoms 1 to 8:
1. Cl 0.60
2. Cl 0.55
3. Cl 0.52
4. Cl 0.53
5. F 0.06
6. F 0.05
7. F 0.09
8. F 0.06



Entry 3:
A molecular structure, Cu2N4O16P at a distorted geometry, computed with ωB97M-V/def2-TZVPD.

XYZ file:
```
23
Properties=species:S:1:pos:R:3:forces:R:3
Cu -0.88241 1.29487 2.11261 -1.2 -0.3 -0.9
Cu -3.20009 0.67145 -2.13063 0.5 0.2 2.8
P -3.44684 2.09488 0.91859 -3.2 1.8 -1.7
O -0.95642 -0.16383 0.54771 1.0 -2.8 2.2
O -1.27193 0.00457 -1.39366 -3.4 1.6 -6.6
O 0.19266 -1.42387 -0.91641 -1.1 -0.9 1.3
O 1.89580 1.36499 -3.21514 -0.1 -0.5 -1.8
O 4.10584 -3.65100 -1.52535 2.9 -0.6 -2.6
O -4.08201 1.15694 -0.21686 1.4 0.4 -0.5
O 0.97946 0.43255 2.71504 -3.6 7.3 2.4
O -2.05370 2.74214 0.57802 0.4 -0.3 0.1
O 0.71120 -1.67481 2.49325 -1.4 0.4 0.9
O -4.54425 3.20275 1.17906 2.3 -2.0 0.2
O 0.71668 2.43716 -1.76466 -0.1 -0.8 -0.4
O 1.88306 0.81976 -1.17935 -0.1 -1.1 1.0
O 2.43890 -0.73215 1.82783 2.5 0.9 -0.8
O -2.94080 1.24534 2.10703 0.6 -0.3 1.1
O 2.87265 -2.27625 -0.41335 0.8 -0.2 -1.5
O 2.38087 -4.30855 -0.49059 -1.4 -2.5 -0.4
N 1.35076 -0.61642 2.33837 1.9 -7.7 -1.9
N -0.71534 -0.67678 -0.56655 2.7 2.2 1.8
N 3.11376 -3.42569 -0.89519 -1.8 2.8 4.1
N 1.45221 1.48204 -2.10986 0.3 2.5 1.1
```
Positions in Å, forces in eV/Å.

Values from the calculation:
- Frontier orbital gap (spin up / spin down): 5.58 / 3.00 eV
- Total charge: -3
- Multiplicity: 3
- LUMO level (spin up / spin down): 5.8943 / 3.9947 eV

Atomic partial charges in e from the Löwdin method, atoms 1 to 8:
1. Cu 0.55
2. Cu 0.52
3. P 0.04
4. O -0.07
5. O -0.11
6. O 0.05
7. O 0.09
8. O -0.07



Entry 4:
A single C2H3NOS molecule at a distorted geometry, computed with ωB97M-V/def2-TZVPD.

XYZ file:
```
8
Properties=species:S:1:pos:R:3:forces:R:3
S -3.73906 0.35157 -0.17932 4.5 1.3 0.1
O -4.88960 -0.46923 -0.01528 -1.9 -2.0 0.5
N -1.96922 -0.62364 0.19941 -3.0 0.2 -0.2
C -0.99014 0.23266 0.09192 -3.0 0.9 0.1
C 0.20439 -0.38803 -0.04854 3.2 0.5 -0.8
H -1.31955 1.28272 0.10187 1.1 0.1 -0.5
H 1.13389 -0.00989 -0.55058 -1.1 -0.1 0.9
H 0.17072 -1.40156 0.25869 0.3 -0.9 -0.1
```
Positions in Å, forces in eV/Å.

Values from the calculation:
- Frontier orbital gap (spin up / spin down): 8.87 / 7.65 eV
- Energy above the lowest of the compared OMol25 structures with the same formula, charge and spin: 209.7 kJ/mol
- Multiplicity: 3
- LUMO level (spin up / spin down): 0.4308 / -1.7454 eV

Partial charges, Löwdin, in e:
1. S 0.87
2. O -0.57
3. N -0.13
4. C -0.42
5. C 0.04
6. H 0.08
7. H 0.08
8. H 0.05



Entry 5:
A molecular structure, C3H2CuO3 at a distorted geometry, computed with ωB97M-V/def2-TZVPD.

XYZ file:
```
9
Properties=species:S:1:pos:R:3:forces:R:3
Cu -0.89232 -0.38483 -1.34734 -3.0 -0.6 -2.7
O -1.84945 0.22545 0.15088 -0.3 0.8 2.1
O 0.68518 -0.39069 -0.73217 8.2 -0.5 1.9
O -1.40441 0.86575 2.34036 0.7 -0.3 -0.9
C 1.92995 -0.68903 -0.61854 -5.8 -1.4 -1.4
C -1.50605 0.53805 1.24251 -1.9 0.2 0.3
C 3.02841 0.00560 -0.32095 2.2 2.2 0.4
H 2.95571 1.05441 -0.00059 0.1 -0.3 0.0
H 4.01689 -0.39336 -0.54997 -0.3 0.0 0.3
```
Positions in Å, forces in eV/Å.

Values from the calculation:
- Frontier orbital gap (spin up / spin down): 8.95 / 7.41 eV
- Total charge: +1
- Energy above the lowest of the compared OMol25 structures with the same formula, charge and spin: 0.0 kJ/mol
- Multiplicity: 3
- LUMO level (spin up / spin down): -4.5420 / -7.3268 eV

Atomic partial charges in e from the Löwdin method, atoms 1 to 8:
1. Cu 0.64
2. O 0.13
3. O -0.09
4. O 0.31
5. C -0.08
6. C -0.30
7. C 0.17
8. H 0.11